(1)
Computed, not measured: 5 unconnected molecules or ions with the total composition C11H35O14P3, with ωB97M-V with the def2-TZVPD basis set.

## Properties
Energy above the lowest of the compared OMol25 structures with the same formula, charge and spin: 249.7 kJ/mol
Charge: 0
SMILES string: COP(=O)(OC)OC.COP(=O)(OC)OC.COP(=O)(OC)OC.CO.CO

The geometry in XYZ format:
```
63
C11H35O14P3 (ωB97M-V with the def2-TZVPD basis set)
C -2.75 -0.69 1.81
O -2.07 -1.83 1.28
P -0.50 -2.09 1.28
O 0.31 -0.89 1.50
O -0.26 -3.35 2.27
C -1.35 -4.24 2.53
O -0.21 -2.67 -0.20
C 1.11 -2.74 -0.62
H -2.11 -0.02 2.38
H -3.58 -1.09 2.40
H -3.08 -0.08 0.97
H -2.30 -3.71 2.63
H -1.19 -4.68 3.51
H -1.42 -5.08 1.84
H 1.80 -2.05 -0.15
H 1.22 -2.63 -1.70
H 1.51 -3.74 -0.44
C 4.80 -2.60 -0.76
O 4.56 -2.17 0.49
P 5.67 -1.12 1.08
O 7.04 -1.75 1.01
O 5.40 0.31 0.23
C 6.52 0.92 -0.45
O 5.16 -0.70 2.60
C 3.87 -0.16 2.83
H 4.03 -2.47 -1.52
H 4.73 -3.67 -0.60
H 5.83 -2.46 -1.08
H 6.12 0.97 -1.46
H 7.42 0.31 -0.43
H 6.67 1.95 -0.10
H 3.40 -0.63 3.70
H 3.12 -0.18 2.04
H 4.02 0.91 3.02
C -5.90 3.43 -3.23
O -5.38 2.48 -4.09
P -3.90 1.89 -3.87
O -2.85 2.67 -4.53
O -3.95 0.32 -4.40
C -5.16 -0.38 -4.63
O -3.76 1.71 -2.28
C -2.49 1.87 -1.61
H -6.11 4.36 -3.76
H -5.35 3.74 -2.34
H -6.86 2.98 -2.99
H -5.94 -0.05 -3.95
H -5.12 -1.43 -4.33
H -5.33 -0.23 -5.69
H -2.07 0.89 -1.40
H -2.62 2.34 -0.64
H -1.66 2.36 -2.12
C -0.09 2.71 3.94
O -1.07 2.88 4.91
H 0.72 2.40 4.60
H -0.17 1.87 3.24
H 0.04 3.68 3.47
H -1.94 2.97 4.51
C 0.72 1.54 -0.41
O -0.25 1.60 0.59
H 1.70 1.28 -0.01
H 0.54 0.84 -1.22
H 0.81 2.50 -0.92
H -0.07 0.94 1.26
```

Which charges does Löwdin predict for the atoms? In e, they are: atom 1 (C): -0.054, atom 2 (O): -0.224, atom 3 (P): 0.452, atom 4 (O): -0.223, atom 5 (O): -0.198, atom 6 (C): -0.094, atom 7 (O): -0.192, atom 8 (C): -0.146, atom 9 (H): 0.081, atom 10 (H): 0.095, atom 11 (H): 0.086, atom 12 (H): 0.079, atom 13 (H): 0.089, atom 14 (H): 0.094, atom 15 (H): 0.071, atom 16 (H): 0.094, atom 17 (H): 0.092, atom 18 (C): -0.196, atom 19 (O): -0.219, atom 20 (P): 0.577, atom 21 (O): -0.258, atom 22 (O): -0.254, atom 23 (C): -0.096, atom 24 (O): -0.220, atom 25 (C): -0.115, atom 26 (H): 0.089, atom 27 (H): 0.097, atom 28 (H): 0.092, atom 29 (H): 0.084, atom 30 (H): 0.078, atom 31 (H): 0.086, atom 32 (H): 0.092, atom 33 (H): 0.068, atom 34 (H): 0.088, atom 35 (C): -0.137, atom 36 (O): -0.216, atom 37 (P): 0.454, atom 38 (O): -0.229, atom 39 (O): -0.228, atom 40 (C): -0.116, atom 41 (O): -0.223, atom 42 (C): -0.104, atom 43 (H): 0.091, atom 44 (H): 0.092, atom 45 (H): 0.094, atom 46 (H): 0.080, atom 47 (H): 0.085, atom 48 (H): 0.096, atom 49 (H): 0.076, atom 50 (H): 0.085, atom 51 (H): 0.084, atom 52 (C): -0.171, atom 53 (O): -0.119, atom 54 (H): 0.084, atom 55 (H): 0.054, atom 56 (H): 0.088, atom 57 (H): 0.073, atom 58 (C): -0.177, atom 59 (O): -0.143, atom 60 (H): 0.074, atom 61 (H): 0.072, atom 62 (H): 0.081, atom 63 (H): 0.005

=====

(2)
Computed, not measured: a molecular structure, C11H38F2N6O15S2, with ωB97M-V with the def2-TZVPD basis set.

## Properties
E: -2895.002999 a.u.
Charge: -2

The geometry in XYZ format:
```
74
C11H38F2N6O15S2 (ωB97M-V with the def2-TZVPD basis set)
N 2.17 3.13 -3.26
S 3.17 3.29 -1.99
O 2.81 4.34 -1.05
O 4.53 3.18 -2.36
F 2.93 2.00 -1.22
S 0.65 2.91 -3.16
O 0.30 1.56 -3.56
O -0.13 3.94 -3.74
F 0.42 2.94 -1.59
N 0.34 -0.29 -0.13
O -0.01 -1.52 -0.14
O 1.15 0.03 0.78
O -0.63 0.49 -0.27
C 0.94 -4.39 2.98
C 1.12 -3.69 1.65
O 1.68 -4.63 0.68
H 0.22 -5.24 3.07
H 0.59 -3.75 3.76
H 1.84 -4.82 3.25
H 1.78 -2.86 1.83
H 0.29 -3.17 1.30
H 1.69 -4.13 -0.12
C 0.79 2.85 3.25
C 0.78 3.32 1.82
O -0.41 2.82 1.24
H 0.16 3.43 3.83
H 1.87 2.94 3.60
H 0.66 1.78 3.40
H 1.56 2.88 1.25
H 0.93 4.44 1.76
H -0.47 1.86 1.11
C -3.05 3.64 -2.15
C -3.36 2.16 -1.82
O -4.45 2.12 -0.89
H -2.80 4.07 -1.23
H -3.94 4.11 -2.55
H -2.24 3.72 -2.85
H -2.48 1.57 -1.51
H -3.73 1.78 -2.79
H -5.26 2.41 -1.37
C -3.60 -1.22 0.21
O -4.94 -1.46 0.12
N -3.23 0.01 0.32
N -2.65 -2.05 0.17
H -3.90 0.79 0.09
H -2.28 0.27 0.20
H -2.89 -2.99 -0.11
H -1.71 -1.78 -0.09
C 2.72 -2.74 -2.16
O 3.38 -1.57 -1.81
N 1.50 -3.04 -1.86
N 3.43 -3.74 -2.70
H 1.00 -2.55 -1.12
H 1.04 -3.84 -2.40
H 4.36 -3.51 -3.07
H 2.94 -4.59 -3.05
C 3.52 0.30 2.69
O 3.80 0.18 4.05
H 3.79 1.26 2.32
H 2.49 0.16 2.54
H 3.96 -0.56 2.20
H 4.70 -0.06 4.16
C -1.12 -0.68 3.12
O 0.26 -0.86 3.42
H -1.42 -1.65 2.83
H -1.19 -0.06 2.18
H -1.80 -0.26 3.89
H 0.80 -0.68 2.67
C -2.70 -0.89 -2.98
O -2.62 0.01 -4.12
H -2.91 -1.90 -3.31
H -3.62 -0.63 -2.46
H -1.83 -0.89 -2.37
H -1.67 0.04 -4.33
```

Which charges does Löwdin predict for the atoms? In e, they are: atom 1 (N): -0.314, atom 2 (S): 0.471, atom 3 (O): -0.321, atom 4 (O): -0.293, atom 5 (F): -0.152, atom 6 (S): 0.459, atom 7 (O): -0.314, atom 8 (O): -0.298, atom 9 (F): -0.190, atom 10 (N): -0.368, atom 11 (O): -0.125, atom 12 (O): -0.009, atom 13 (O): -0.067, atom 14 (C): -0.081, atom 15 (C): -0.276, atom 16 (O): -0.076, atom 17 (H): 0.080, atom 18 (H): 0.058, atom 19 (H): 0.040, atom 20 (H): 0.103, atom 21 (H): 0.058, atom 22 (H): 0.002, atom 23 (C): -0.088, atom 24 (C): -0.315, atom 25 (O): -0.107, atom 26 (H): 0.040, atom 27 (H): 0.090, atom 28 (H): 0.053, atom 29 (H): 0.080, atom 30 (H): 0.131, atom 31 (H): 0.036, atom 32 (C): -0.059, atom 33 (C): -0.285, atom 34 (O): -0.122, atom 35 (H): 0.056, atom 36 (H): 0.066, atom 37 (H): 0.044, atom 38 (H): 0.102, atom 39 (H): 0.103, atom 40 (H): 0.120, atom 41 (C): -0.709, atom 42 (O): -0.160, atom 43 (N): 0.172, atom 44 (N): 0.187, atom 45 (H): 0.100, atom 46 (H): 0.035, atom 47 (H): 0.120, atom 48 (H): 0.051, atom 49 (C): -0.624, atom 50 (O): -0.110, atom 51 (N): 0.136, atom 52 (N): 0.116, atom 53 (H): 0.062, atom 54 (H): 0.154, atom 55 (H): 0.116, atom 56 (H): 0.114, atom 57 (C): -0.149, atom 58 (O): -0.111, atom 59 (H): 0.081, atom 60 (H): 0.016, atom 61 (H): 0.091, atom 62 (H): 0.050, atom 63 (C): -0.134, atom 64 (O): -0.127, atom 65 (H): 0.047, atom 66 (H): 0.076, atom 67 (H): 0.093, atom 68 (H): -0.003, atom 69 (C): -0.137, atom 70 (O): -0.140, atom 71 (H): 0.064, atom 72 (H): 0.070, atom 73 (H): 0.057, atom 74 (H): 0.063

=====

(3)
Computed, not measured: 8 unconnected molecules or ions with the total composition C11H38O10, with ωB97M-V with the def2-TZVPD basis set.

## Properties
Energy above the lowest of the compared OMol25 structures with the same formula, charge and spin: 0.0 kJ/mol
Charge: 0
SMILES string: OCCO.OCCO.CCO.CO.CO.CO.CO.CO

The geometry in XYZ format:
```
59
C11H38O10 (ωB97M-V with the def2-TZVPD basis set)
O 1.17 3.63 1.26
C 1.55 3.01 2.49
C 1.87 4.00 3.56
O 0.87 4.97 3.77
H 0.28 3.32 1.05
H 0.68 2.40 2.76
H 2.35 2.29 2.36
H 2.82 4.46 3.23
H 2.14 3.41 4.43
H 0.87 5.56 3.01
O -0.75 1.73 0.52
C -0.79 1.78 -0.91
C -0.25 0.42 -1.39
O -1.21 -0.61 -1.25
H -1.65 1.62 0.83
H -1.81 1.87 -1.29
H -0.28 2.68 -1.26
H 0.73 0.24 -0.94
H -0.06 0.41 -2.47
H -1.12 -0.97 -0.36
C 2.07 -2.15 1.36
C 2.04 -1.25 2.59
O 3.20 -1.51 3.37
H 3.09 -2.36 1.04
H 1.58 -1.77 0.47
H 1.68 -3.13 1.64
H 1.13 -1.54 3.12
H 1.67 -0.24 2.38
H 3.29 -0.90 4.10
C -1.41 -3.11 1.76
O -0.99 -1.75 1.67
H -1.10 -3.60 2.69
H -2.50 -3.15 1.79
H -1.09 -3.69 0.89
H -1.28 -1.28 2.45
C 3.12 -1.65 -2.88
O 2.76 -2.59 -3.90
H 2.19 -1.27 -2.46
H 3.60 -2.15 -2.04
H 3.84 -0.98 -3.37
H 1.90 -2.30 -4.21
C -2.86 2.71 3.65
O -1.50 2.34 3.48
H -3.41 2.02 2.99
H -3.33 2.58 4.63
H -3.07 3.74 3.36
H -0.96 3.14 3.42
C 0.09 -1.99 -6.06
O 0.13 -1.42 -4.76
H -0.21 -3.04 -5.99
H -0.67 -1.52 -6.70
H 1.03 -1.82 -6.57
H -0.76 -1.42 -4.37
C -3.75 -1.78 -3.09
O -2.53 -1.37 -3.76
H -3.93 -0.88 -2.50
H -4.56 -1.96 -3.79
H -3.65 -2.62 -2.40
H -2.23 -0.54 -3.40
```

Which charges does Löwdin predict for the atoms? In e, they are: atom 1 (O): -0.068, atom 2 (C): -0.259, atom 3 (C): -0.260, atom 4 (O): -0.047, atom 5 (H): 0.042, atom 6 (H): 0.088, atom 7 (H): 0.119, atom 8 (H): 0.122, atom 9 (H): 0.124, atom 10 (H): 0.091, atom 11 (O): -0.086, atom 12 (C): -0.197, atom 13 (C): -0.229, atom 14 (O): -0.068, atom 15 (H): 0.089, atom 16 (H): 0.120, atom 17 (H): 0.121, atom 18 (H): 0.114, atom 19 (H): 0.110, atom 20 (H): 0.056, atom 21 (C): -0.084, atom 22 (C): -0.327, atom 23 (O): -0.058, atom 24 (H): 0.075, atom 25 (H): 0.057, atom 26 (H): 0.071, atom 27 (H): 0.087, atom 28 (H): 0.098, atom 29 (H): 0.082, atom 30 (C): -0.133, atom 31 (O): -0.140, atom 32 (H): 0.081, atom 33 (H): 0.075, atom 34 (H): 0.085, atom 35 (H): 0.089, atom 36 (C): -0.134, atom 37 (O): -0.144, atom 38 (H): 0.062, atom 39 (H): 0.068, atom 40 (H): 0.080, atom 41 (H): 0.018, atom 42 (C): -0.159, atom 43 (O): -0.129, atom 44 (H): 0.072, atom 45 (H): 0.075, atom 46 (H): 0.084, atom 47 (H): 0.050, atom 48 (C): -0.147, atom 49 (O): -0.145, atom 50 (H): 0.085, atom 51 (H): 0.077, atom 52 (H): 0.083, atom 53 (H): 0.034, atom 54 (C): -0.104, atom 55 (O): -0.150, atom 56 (H): 0.077, atom 57 (H): 0.077, atom 58 (H): 0.078, atom 59 (H): 0.052

=====

Here are the calculated max |F| numbers, same order: 5.58 9.00 2.15 (eV/A).